No. 1
Below is a 8-piece molecular cluster, C22H48NO14P overall, with properties calculated with wB97M-V/def2-TZVPD.

Properties
HOMO-LUMO gap ... 0.091 Eh
Highest occupied orbital energy ... 1.37 eV
Net charge ... -2
E ... -2316.22294 a.u.
Molecular weight ... 581.59 g mol⁻¹
Energy above the lowest of the compared OMol25 structures with the same formula, charge and spin ... 0.489 eV

Last column: Mulliken charge in e.
Atoms and positions in Å:
H1 -8.016 0.047 -1.532  0.261
C1 -1.752 2.845 -4.604  -1.025
H2 2.471 -0.633 -2.708  0.174
C2 -3.497 -0.393 -2.580  -0.554
H3 -0.455 -0.517 -0.525  0.202
H4 -3.384 -0.107 -3.623  0.347
O1 0.942 -2.789 -0.659  -0.619
C3 3.612 1.129 -1.913  0.639
C4 -4.336 0.799 -2.074  0.614
C5 -0.212 0.836 -5.092  -1.319
C6 2.026 2.018 5.474  -1.183
H5 -4.067 -1.070 0.627  0.289
C7 1.301 3.712 1.010  -1.025
C8 5.222 2.746 -1.426  0.027
H6 2.133 1.056 5.917  0.360
H7 3.820 -4.895 3.987  0.241
C9 -6.361 1.148 -0.802  -0.439
H8 -0.673 0.715 -5.929  0.565
H9 -1.361 -3.157 2.573  0.582
O2 2.930 1.217 -0.876  -0.464
H10 6.072 3.934 -3.113  0.354
H11 -6.535 2.101 -1.300  0.397
C10 2.554 -2.263 3.206  0.484
H12 1.573 2.830 6.286  0.245
H13 1.114 -4.597 5.603  0.371
H14 0.755 0.708 -5.399  0.446
H15 0.844 -2.060 1.984  0.306
H16 -1.397 -2.807 0.701  0.136
H17 0.401 0.866 -0.907  0.455
H18 1.564 -0.721 2.488  -0.300
H19 1.307 -5.825 4.408  0.268
O3 -1.282 -2.519 -1.475  -0.182
O4 1.542 2.752 3.204  -0.342
O5 -5.338 0.303 -1.305  -0.133
O6 2.057 -3.403 3.603  -0.174
H20 3.076 -3.583 5.145  0.386
H21 -0.443 -0.148 -4.488  0.195
H22 6.597 4.359 -1.695  0.414
N1 0.165 0.015 -1.106  0.422
H23 2.198 4.130 1.353  0.368
H24 1.290 3.347 -0.068  0.153
C11 -7.469 0.210 -0.552  -1.118
H25 2.916 0.776 -3.902  0.017
O7 -3.962 -3.292 2.846  -0.715
C12 3.310 0.127 -2.972  -0.461
H26 1.129 0.844 3.970  -0.142
C13 1.765 -1.625 2.108  -0.227
C14 2.809 -4.296 4.500  -0.357
H27 -1.372 -1.685 2.354  0.187
H28 -2.541 -0.474 -2.177  -0.022
O8 3.662 -1.826 3.455  -0.669
C15 1.008 2.635 1.953  0.800
P1 -0.019 -3.093 -1.913  -0.227
O9 0.036 -4.445 -2.292  -0.941
H29 -3.604 -2.438 -0.238  0.358
H30 2.321 -5.839 5.857  0.455
H31 -8.362 0.664 -0.026  0.359
C16 6.306 3.451 -2.180  -1.254
H32 0.187 2.294 4.546  0.548
C17 1.016 2.021 4.266  -0.010
O10 0.547 -2.183 -2.944  -0.637
C18 -4.027 -2.074 0.629  -0.749
H33 -7.376 -0.724 -0.114  0.327
C19 -0.623 1.966 -4.231  0.849
H34 4.337 3.406 -1.016  0.128
H35 -5.898 1.657 0.074  0.307
C20 1.759 -5.237 5.244  -1.244
O11 4.690 1.678 -2.189  -0.301
H36 0.624 4.573 1.129  0.335
O12 -3.989 1.917 -2.197  -0.584
H37 1.021 -0.605 -1.147  -0.277
H38 4.289 -0.387 -3.193  0.326
H39 -5.151 -2.307 0.646  0.212
C21 -3.321 -2.650 1.825  0.277
C22 -1.727 -2.607 1.758  -0.618
O13 0.336 1.649 1.656  -0.483
H40 -4.317 -1.105 -2.348  0.286
H41 5.706 2.286 -0.488  0.232
H42 -2.212 3.553 -3.760  0.154
O14 -0.032 2.291 -3.115  -0.557
H43 -2.595 2.164 -4.791  0.302
H44 7.223 2.773 -2.413  0.244
H45 -0.439 -0.275 -1.817  -0.237
H46 2.160 -1.611 1.162  0.472
H47 -1.552 3.386 -5.510  0.369
H48 2.941 2.365 5.175  0.341

No. 2
Below is one molecule with the formula C3H3NO2S, with properties calculated with wB97M-V/def2-TZVPD.

Properties
HOMO-LUMO gap ... 0.354 Eh
Highest occupied orbital energy ... -9.22 eV
Net charge ... 0
E ... -719.42084 a.u.
Molecular weight ... 117.13 g mol⁻¹
Energy above the lowest of the compared OMol25 structures with the same formula, charge and spin ... 4.338 eV

Last column: Mulliken charge in e.
Atoms and positions in Å:
C1 -1.208 0.580 0.978  0.026
S1 1.405 0.114 0.589  -0.186
H1 1.541 0.794 -1.884  0.482
O1 -1.942 0.826 0.045  -0.416
O2 -0.587 -1.066 -0.501  -0.257
N1 0.046 -0.291 -1.587  -0.272
C2 -0.281 -0.676 0.768  -0.078
H2 -0.332 -1.523 1.387  0.457
H3 -1.196 1.312 1.889  0.321
C3 1.059 0.355 -1.090  -0.077

No. 3
Below is C5H6N as an isolated structure, with properties calculated with wB97M-V/def2-TZVPD.

Properties
HOMO-LUMO gap (alpha / beta) ... 0.320 / 0.303 Eh
Highest occupied orbital energy (alpha / beta) ... -15.03 / -14.90 eV
Net charge ... +1
E ... -248.29189 a.u.
Molecular weight ... 80.11 g mol⁻¹
Energy above the lowest of the compared OMol25 structures with the same formula, charge and spin ... 8.811 eV

Last column: Mulliken charge in e.
Atoms and positions in Å:
H1 1.002 1.392 0.601  0.321
H2 0.130 -0.488 2.020  0.317
C1 -0.203 -1.050 1.172  -1.080
H3 -1.312 -1.008 1.234  0.361
N1 -1.033 -0.187 -0.948  -0.024
H4 -1.491 -1.009 -0.735  0.291
C2 0.119 -0.480 -0.136  0.345
C3 0.257 1.683 -1.504  -0.043
C4 1.172 1.203 -0.490  -0.209
H5 0.006 -2.124 1.364  0.338
H6 2.134 1.072 -1.009  0.345
C5 -0.782 0.995 -1.570  0.039

No. 4
Below is one molecule with the formula C3H4O3, with properties calculated with wB97M-V/def2-TZVPD.

Properties
HOMO-LUMO gap ... 0.285 Eh
Highest occupied orbital energy ... -7.93 eV
Net charge ... 0
E ... -342.17915 a.u.
Molecular weight ... 88.06 g mol⁻¹
Energy above the lowest of the compared OMol25 structures with the same formula, charge and spin ... 7.532 eV

Last column: Mulliken charge in e.
Atoms and positions in Å:
H1 -1.244 -1.422 -0.182  0.395
H2 -0.875 1.406 0.952  0.204
O1 -1.410 -0.475 -0.363  -0.326
O2 1.712 0.728 1.086  -0.666
C1 0.785 -0.150 -1.068  -0.795
C2 0.900 0.341 0.183  0.888
H3 1.507 -0.460 -1.810  0.414
H4 -0.473 -0.191 1.795  0.243
C3 -0.341 0.458 0.934  -0.129
O3 -0.561 -0.236 -1.526  -0.227

No. 5
Below is C7H17ISi as an isolated structure, with properties calculated with wB97M-V/def2-TZVPD.

Properties
HOMO-LUMO gap (alpha / beta) ... 0.217 / 0.288 Eh
Highest occupied orbital energy (alpha / beta) ... -6.64 / -8.43 eV
Net charge ... 0
E ... -863.88458 a.u.
Molecular weight ... 256.20 g mol⁻¹
Energy above the lowest of the compared OMol25 structures with the same formula, charge and spin ... 4.197 eV

Last column: Mulliken charge in e.
Atoms and positions in Å:
H1 0.881 -2.025 0.854  0.635
H2 -1.853 -0.412 -2.110  0.247
H3 2.793 -0.765 1.837  0.435
H4 -2.532 1.375 0.210  0.330
C1 -1.774 1.077 0.986  -0.426
H5 -1.453 0.241 3.026  0.336
H6 0.199 -1.744 -2.741  0.318
C2 2.102 -0.353 1.160  -1.337
Si1 -0.487 -0.099 -0.059  -0.447
C3 -0.476 -2.146 -1.995  -1.230
I1 1.329 1.925 -1.910  0.207
H7 -1.367 2.102 1.076  0.427
C4 -1.458 -1.191 -1.364  -0.238
H8 0.331 -1.030 2.101  0.252
H9 -0.010 -2.900 -1.322  0.300
H10 3.518 3.449 -1.211  0.225
H11 -1.040 -2.831 -2.615  0.403
C5 0.774 -1.042 1.009  -0.352
H12 -2.193 -0.795 1.957  0.396
C6 -2.190 0.212 2.208  -1.226
H13 2.856 -0.409 0.191  0.207
H14 -3.062 0.687 2.702  0.310
C7 2.912 3.372 -2.205  -0.670
H15 2.592 4.506 -2.338  0.233
H16 1.952 0.648 1.488  0.345
H17 -2.344 -1.852 -0.933  0.320

No. 6
Below is a 2-piece molecular cluster, C11H10N2 overall, with properties calculated with wB97M-V/def2-TZVPD.

Properties
HOMO-LUMO gap (alpha / beta) ... 0.237 / 0.251 Eh
Highest occupied orbital energy (alpha / beta) ... -7.04 / -6.93 eV
Net charge ... 0
E ... -534.32198 a.u.
Molecular weight ... 170.22 g mol⁻¹
Energy above the lowest of the compared OMol25 structures with the same formula, charge and spin ... 9.931 eV

Last column: Mulliken charge in e.
Atoms and positions in Å:
C1 -2.834 -0.810 -0.398  -0.485
C2 3.935 -1.249 -0.276  -0.260
C3 3.290 2.183 1.274  -0.754
C4 -1.740 1.155 -0.523  0.562
H1 -3.826 0.887 -1.397  0.347
C5 -1.167 -2.344 0.678  -1.143
H2 -2.119 3.162 -0.412  0.324
H3 4.289 2.363 1.458  0.426
H4 -3.623 -1.547 -0.461  0.431
C6 -1.590 -0.977 0.194  0.416
N1 -0.822 0.124 -0.020  0.157
H5 -0.844 -3.020 -0.166  0.236
C7 -1.381 2.409 -0.530  -0.916
C8 -2.972 0.492 -0.788  -0.882
H6 2.806 -1.327 -2.222  0.323
C9 0.348 0.421 0.319  0.372
H7 -0.404 -2.179 1.374  0.394
N2 1.069 1.400 0.634  -0.397
C10 3.201 -1.174 -1.226  -0.502
H8 -2.045 -2.848 1.300  0.318
H9 -0.325 2.471 -0.232  0.332
H10 4.503 -1.308 0.594  0.444
C11 2.252 1.718 0.825  0.258

No. 7
Below is C28H24BF4N3PSm as an isolated structure, with properties calculated with wB97M-V/def2-TZVPD.

Properties
HOMO-LUMO gap (alpha / beta) ... 0.250 / 0.315 Eh
Highest occupied orbital energy (alpha / beta) ... -14.43 / -14.42 eV
2S+1 ... 6
Net charge ... +2
E ... -2669.11089 a.u.
⟨S²⟩ ... 8.76
Molecular weight ... 670.66 g mol⁻¹
Energy above the lowest of the compared OMol25 structures with the same formula, charge and spin ... 0.123 eV

Last column: Mulliken charge in e.
Atoms and positions in Å:
H1 0.339 0.356 4.248  0.370
H2 -4.286 2.456 -1.866  0.488
H3 -1.945 1.952 2.636  0.510
H4 -3.144 4.109 -3.392  0.451
H5 1.362 0.935 0.059  0.392
C1 3.723 -0.191 -3.782  -0.406
C2 -1.158 2.229 1.945  -0.811
H6 3.060 1.762 -4.342  0.452
P1 -0.776 -0.485 1.631  0.792
H7 4.079 -2.222 -3.083  0.498
H8 -1.593 4.316 2.098  0.481
C3 0.689 -2.672 0.786  -0.163
C4 -2.322 -1.656 3.537  -0.340
H9 3.931 -3.616 0.836  0.481
H10 -0.800 3.743 -4.044  0.501
C5 -1.226 -0.823 3.325  0.830
C6 0.792 -1.379 1.306  0.455
C7 2.183 -1.444 -2.508  -0.161
H11 4.160 -1.329 1.727  0.490
C8 2.072 -0.898 1.626  -0.468
N1 0.706 1.765 -3.249  0.228
F1 -2.570 -2.347 -1.105  -0.332
C9 3.404 -1.380 -3.115  -1.092
C10 0.852 2.990 0.173  -0.913
C11 1.586 0.697 -3.174  0.704
H12 1.063 2.521 -3.811  0.196
H13 -2.267 -1.725 6.914  0.423
N2 -1.235 1.059 -2.093  0.426
F2 -1.858 -1.682 -3.124  -0.334
H14 -3.542 -2.637 5.005  0.441
C12 -0.966 3.565 1.637  -0.737
C13 1.804 -3.489 0.608  -0.907
C14 -2.610 3.246 -3.017  -0.410
C15 -2.527 1.263 -1.748  -0.225
C16 -3.258 2.336 -2.172  -1.029
C17 3.051 -2.996 0.947  -0.543
F3 -2.791 -3.836 -2.922  -0.228
C18 -0.333 1.250 1.378  1.000
F4 -0.702 -3.242 -1.995  -0.306
C19 -2.694 -1.989 4.833  -0.724
C20 -1.303 3.050 -3.383  -1.068
H15 -2.891 -2.045 2.701  0.389
C21 -0.626 1.923 -2.896  0.581
H16 4.676 -0.083 -4.283  0.463
C22 0.036 3.947 0.750  -0.694
C23 -1.977 -1.476 5.902  -0.485
H17 0.186 4.996 0.527  0.450
H18 1.876 -2.344 -1.982  0.496
C24 -0.507 -0.303 4.403  -0.337
H19 -2.974 0.520 -1.086  0.453
B1 -2.078 -2.887 -2.375  0.389
H20 -0.341 -0.237 6.534  0.430
C25 3.183 -1.704 1.453  -0.795
C26 -0.888 -0.634 5.691  -0.702
H21 1.682 -4.494 0.226  0.491
H22 1.649 3.280 -0.499  0.483
H23 2.195 0.095 2.037  0.495
C27 0.668 1.647 0.493  -0.528
N3 1.286 -0.423 -2.521  0.116
C28 2.827 0.845 -3.817  -1.030
Sm1 -0.640 -1.085 -1.178  1.320
H24 -0.297 -3.098 0.590  0.606